Record 1
9
Properties=species:S:1:pos:R:3:forces:R:3:nbo_charge:R:1 method="wB97M-V/def2-TZVPD" total_charge=0 homo_lumo_gap_ev=7.308 e_tot_ha=-1327.2464 de_lowest_ev=1.912 smiles="S=CC(=S)NS" largest_force_ev_per_a=5.44
S -1.145 0.507 -1.974 1.5 0.1 0.9 0.10
C 0.239 0.803 -1.132 -1.5 -0.2 -0.6 -0.30
C 0.857 -0.090 -0.114 1.3 1.0 -0.9 0.03
S 2.479 -0.410 0.021 -0.2 0.4 -0.8 -0.10
N 0.071 -0.626 0.778 -0.8 -2.5 4.8 -0.70
S -1.425 -0.235 1.564 -1.8 -0.1 -2.7 0.17
H 0.706 1.773 -1.232 0.4 0.0 -0.1 0.23
H 0.609 -1.110 1.593 -0.8 0.8 -2.5 0.43
H -2.392 -0.613 0.496 1.8 0.6 1.8 0.16

---

Record 2
10
Properties=species:S:1:pos:R:3:forces:R:3:nbo_charge:R:1 method="wB97M-V/def2-TZVPD" total_charge=0 homo_lumo_gap_ev=7.443 e_tot_ha=-1725.4870 de_lowest_ev=0.000 smiles="S=c1cnss1.S" largest_force_ev_per_a=1.37
S -0.584 -2.257 0.914 0.0 0.1 -0.1 -0.03
C -0.843 -0.884 0.058 0.5 -1.0 -0.8 -0.36
C -1.366 0.335 0.585 -0.2 0.8 -0.1 -0.02
N -1.521 1.362 -0.172 -0.3 0.2 0.8 -0.53
S -1.115 1.247 -1.715 0.3 -0.2 -0.7 0.49
S -0.493 -0.737 -1.672 -0.3 0.1 0.8 0.22
H -1.628 0.400 1.629 0.0 0.0 0.1 0.23
S 2.310 0.614 0.501 -0.1 0.3 0.2 -0.29
H 2.421 -0.707 0.599 0.0 -0.3 0.0 0.15
H 2.819 0.625 -0.727 0.1 0.0 -0.2 0.14

---

Record 3
9
Properties=species:S:1:pos:R:3:forces:R:3:nbo_charge:R:1 method="wB97M-V/def2-TZVPD" total_charge=0 homo_lumo_gap_ev="4.001 / 4.164" e_tot_ha=-414.7240 de_lowest_ev=0.000 s_squared=0.756 multiplicity=2 largest_force_ev_per_a=3.53
H -1.629 -1.097 -0.901 -1.0 -0.1 -0.9 -0.66
O 2.196 0.570 -0.051 -0.1 0.0 0.6 -0.78
C 1.459 -0.413 0.292 -0.3 0.0 -1.6 0.16
C 0.015 -0.414 0.168 -0.5 1.0 3.4 0.16
O -0.656 0.712 0.306 1.0 -0.1 -0.8 -0.89
Rb -3.773 0.962 -1.396 0.8 -0.7 0.3 0.77
Na 0.906 2.359 0.350 -0.1 -0.8 -0.1 0.95
H 1.923 -1.373 0.593 -0.1 0.3 -0.2 0.12
H -0.441 -1.306 0.639 0.3 0.3 -0.7 0.15

---

Record 4
7
Properties=species:S:1:pos:R:3:forces:R:3:nbo_charge:R:1 method="wB97M-V/def2-TZVPD" total_charge=+1 homo_lumo_gap_ev=13.264 e_tot_ha=-227.9460 de_lowest_ev=5.176 largest_force_ev_per_a=4.28
C -0.386 -0.350 -0.128 -1.2 1.8 0.6 -0.10
C 1.012 0.035 0.290 -0.4 1.9 1.4 0.33
O 1.492 -1.237 0.442 1.0 -0.9 2.2 -0.10
O 0.870 -0.869 -0.770 -0.2 -0.6 -4.2 -0.03
H -0.926 -1.181 0.458 0.8 1.5 -1.1 0.30
H -0.914 0.473 -0.833 1.1 -2.4 1.6 0.30
H 1.694 0.947 0.331 -1.1 -1.3 -0.3 0.30

---

Record 5
8
Properties=species:S:1:pos:R:3:forces:R:3:nbo_charge:R:1 method="wB97M-V/def2-TZVPD" total_charge=0 homo_lumo_gap_ev=9.303 e_tot_ha=-569.7616 de_lowest_ev=1.941 largest_force_ev_per_a=4.79
C -0.263 0.293 -0.117 -1.6 0.3 -1.7 -0.45
C 0.554 -0.651 -0.413 -2.0 -4.3 -0.7 0.15
O 0.165 -3.628 -3.176 0.5 0.3 -0.1 -1.02
O -0.268 -2.262 -1.190 1.5 3.6 1.4 -0.92
P 0.741 -2.533 -2.371 -0.7 -0.9 -0.6 1.48
H 0.206 1.006 0.529 -0.3 0.8 0.3 0.25
H -1.275 0.403 -0.639 1.6 -0.1 1.2 0.28
H 1.367 -1.188 -0.007 0.9 0.2 0.1 0.22

---

Record 6
8
Properties=species:S:1:pos:R:3:forces:R:3:nbo_charge:R:1 method="wB97M-V/def2-TZVPD" total_charge=0 homo_lumo_gap_ev=9.160 e_tot_ha=-569.7402 de_lowest_ev=2.521 smiles="O=CPC=O" largest_force_ev_per_a=3.95
O 2.447 -0.040 -0.176 0.2 0.7 0.2 -0.50
C 1.419 0.543 -0.300 -0.2 -3.2 -0.3 0.31
P -0.092 -1.122 -0.416 1.0 2.6 -1.6 0.32
C -1.562 -0.083 0.010 -0.2 -1.1 3.8 0.15
O -1.980 0.791 -0.664 -0.4 0.9 -1.2 -0.51
H 1.413 1.637 -0.388 -0.9 0.2 -0.1 0.16
H 0.378 -1.476 0.821 -0.1 -0.1 1.1 -0.03
H -2.024 -0.251 1.113 0.6 0.1 -1.9 0.10

---

Record 7
8
Properties=species:S:1:pos:R:3:forces:R:3:nbo_charge:R:1 method="wB97M-V/def2-TZVPD" total_charge=0 homo_lumo_gap_ev=9.156 e_tot_ha=-569.7588 de_lowest_ev=2.017 largest_force_ev_per_a=4.80
C -0.012 -0.353 0.226 -1.0 -0.5 -4.0 -0.46
C 0.200 0.765 -0.372 0.9 2.7 0.9 0.18
O 2.024 4.353 0.864 -0.3 -0.3 -0.6 -1.02
O 0.856 2.190 0.848 -1.8 -4.0 -2.0 -0.92
P 1.406 3.348 -0.029 0.8 1.4 0.0 1.48
H -0.414 -1.178 -0.462 0.7 1.1 1.5 0.26
H 0.253 -0.378 1.190 0.5 -1.0 3.7 0.25
H 0.102 1.093 -1.400 0.2 0.6 0.4 0.22

---

Record 8
8
Properties=species:S:1:pos:R:3:forces:R:3:nbo_charge:R:1 method="wB97M-V/def2-TZVPD" total_charge=-1 homo_lumo_gap_ev=7.812 e_tot_ha=-626.7162 de_lowest_ev=0.669 smiles="CSC(=O)[O-]" largest_force_ev_per_a=6.19
C 1.166 -0.228 0.140 2.4 -2.0 -0.4 -0.76
S -0.371 -1.195 -0.197 0.4 0.2 0.4 -0.08
C -1.622 0.267 -0.181 4.3 4.3 -1.1 0.72
O -0.921 1.420 -0.471 -3.7 -4.2 1.2 -0.84
O -2.760 0.001 0.096 -0.4 0.0 -0.2 -0.68
H 1.757 -0.628 1.058 -1.4 0.7 -1.1 0.18
H 0.732 0.773 0.264 0.8 0.0 -0.3 0.29
H 2.019 -0.409 -0.708 -2.3 1.0 1.5 0.18